Entry from OMol25: the ion C6H11N6 with charge +1 at a distorted geometry (the ωB97M-V functional and the def2-TZVPD basis).

## Properties
Frontier orbital gap   8.88 eV
Net charge   +1
SMILES string   [H]/N=C1\N=CN\C1=C(/N)NC(C)=[NH2+]
E_LUMO   -3.347 eV
Multiplicity   1
E   -15333.5673 eV
Highest occupied orbital energy   -12.224 eV

```
23
Properties=species:S:1:pos:R:3:lowdin_charge:R:1
C -2.282 0.076 2.380 -0.1043
C -0.578 0.620 1.075 -0.1279
C -1.277 -0.456 0.518 -0.3446
C 0.783 0.636 0.828 -0.2262
C 0.592 -0.185 -1.396 -0.4546
C 0.866 -1.326 -2.349 -0.0200
N -2.275 -0.769 1.408 0.1418
N -1.199 0.907 2.332 0.1269
N -0.993 -1.078 -0.581 0.1845
N 1.356 0.052 -0.302 0.1426
N 1.667 1.077 1.775 0.1884
N 0.055 0.847 -2.094 0.1510
H -3.077 0.109 3.006 0.1115
H 1.554 -0.891 -3.089 0.0953
H -0.164 -1.452 -2.766 0.1023
H 1.126 -2.402 -2.023 0.1296
H -1.098 1.707 2.918 0.1447
H -1.243 -2.022 -0.620 0.0969
H 2.132 -0.591 -0.120 0.1833
H 1.317 1.733 2.400 0.0869
H 2.659 0.851 1.635 0.1395
H 0.351 0.789 -3.078 0.1260
H -0.274 1.770 -1.858 0.1265
```

Entry from OMol25: a cluster of 3 separate species, C6H15NO in total at a distorted geometry (the ωB97M-V functional and the def2-TZVPD basis).

## Properties
Frontier orbital gap   9.48 eV
Net charge   0
SMILES string   CC(C)=N.C=O.CC
E_LUMO   0.383 eV
Multiplicity   1
E   -10000.9546 eV
Highest occupied orbital energy   -9.099 eV

```
23
Properties=species:S:1:pos:R:3:lowdin_charge:R:1
C 0.838 1.130 -0.427 -0.5106
C -0.954 -0.272 -1.852 -0.1582
C -0.057 -2.240 1.258 -0.2095
C 1.404 1.863 -1.616 -0.0527
C -0.189 1.868 0.380 -0.0442
C -1.232 -1.759 2.085 -0.1899
N 1.387 0.107 0.113 0.1173
O -1.436 -1.011 -1.030 0.0062
H 0.530 -1.303 0.818 0.0417
H 2.186 -0.266 -0.398 0.0786
H -1.413 0.701 -2.103 0.0887
H -0.147 -0.591 -2.529 0.0935
H 0.696 -2.725 1.881 0.0518
H -0.368 -2.949 0.496 0.0501
H 1.931 2.755 -1.277 0.0887
H 0.308 2.613 0.998 0.0891
H 0.608 2.194 -2.280 0.0720
H 2.102 1.241 -2.174 0.0788
H -0.902 2.381 -0.261 0.0755
H -0.708 1.168 1.035 0.0780
H -0.904 -1.036 2.832 0.0572
H -1.713 -2.587 2.608 0.0563
H -1.968 -1.282 1.442 0.0418
```

Entry from OMol25: a cluster of 16 separate species, C59H118Br2O27 in total at a distorted geometry (the ωB97M-V functional and the def2-TZVPD basis).

## Properties
Frontier orbital gap   9.61 eV
Net charge   0
E_LUMO   0.040 eV
Multiplicity   1
E   -258461.2176 eV
Highest occupied orbital energy   -9.574 eV

```
206
Properties=species:S:1:pos:R:3:lowdin_charge:R:1
C -6.417 -7.011 1.080 -0.0317
C -5.997 -6.035 -0.013 -0.4560
O -5.023 -6.269 -0.702 0.0538
C -6.890 -4.783 -0.221 -0.0163
H -5.851 -6.848 1.997 0.0829
H -6.318 -8.065 0.821 0.0833
H -7.440 -6.884 1.437 0.0672
H -6.307 -3.894 0.019 0.0719
H -7.676 -4.800 0.534 0.0618
H -7.297 -4.596 -1.215 0.0827
C 0.486 -0.233 -0.104 -0.0196
C -1.027 -0.069 -0.092 -0.4338
O -1.584 0.769 -0.817 0.0394
C -1.717 -1.056 0.823 -0.0196
H 0.725 -1.224 -0.491 0.0775
H 1.001 0.033 0.820 0.0592
H 0.880 0.331 -0.949 0.0778
H -2.801 -1.107 0.727 0.0777
H -1.407 -0.917 1.858 0.0641
H -1.413 -2.076 0.587 0.0780
C -5.526 -2.442 3.863 -0.0047
C -4.699 -1.155 4.131 -0.4191
O -3.589 -1.019 3.609 0.0117
C -5.265 0.012 4.988 -0.0020
H -5.549 -2.962 4.821 0.0834
H -5.032 -2.896 3.005 0.0746
H -6.561 -2.249 3.583 0.0739
H -5.621 -0.462 5.903 0.0826
H -6.011 0.625 4.481 0.0685
H -4.434 0.690 5.180 0.0670
O -4.733 5.083 -1.601 0.0787
C -5.260 4.018 -1.875 -0.5387
O -6.547 3.952 -2.159 -0.0076
C -7.301 5.127 -2.371 -0.2093
C -8.038 5.422 -1.065 -0.0630
C -4.443 2.788 -1.890 0.0246
H -7.984 4.944 -3.200 0.1191
H -6.598 5.880 -2.728 0.1171
H -8.682 4.567 -0.857 0.0695
H -8.890 6.100 -1.013 0.0721
H -7.335 5.586 -0.248 0.0686
H -4.262 2.392 -0.891 0.0815
H -3.512 2.997 -2.419 0.0881
H -4.964 1.930 -2.313 0.0859
O 5.291 1.244 -5.093 0.0747
C 4.273 0.591 -5.307 -0.4848
O 3.146 1.101 -5.826 0.0107
C 2.928 2.436 -6.099 -0.2802
C 3.097 2.859 -7.547 -0.0468
C 4.373 -0.909 -5.169 0.0097
H 3.393 3.085 -5.358 0.1260
H 1.894 2.692 -5.872 0.0974
H 2.709 3.853 -7.769 0.0823
H 2.662 2.146 -8.247 0.0810
H 4.187 2.858 -7.513 0.0768
H 3.917 -1.254 -4.241 0.0566
H 5.399 -1.278 -5.170 0.0965
H 3.753 -1.352 -5.948 0.0486
O 4.780 -5.683 2.433 0.0758
C 3.591 -5.466 2.642 -0.5146
O 2.958 -4.307 2.673 -0.0195
C 3.744 -3.114 2.700 -0.1727
C 2.606 -2.106 2.501 -0.0482
C 2.662 -6.699 2.735 0.0229
H 4.436 -3.024 1.863 0.1120
H 4.183 -3.014 3.693 0.1367
H 2.071 -2.205 1.557 0.0791
H 3.048 -1.129 2.697 0.0728
H 1.895 -2.391 3.277 0.0464
H 1.871 -6.583 3.476 0.0732
H 3.233 -7.621 2.848 0.0821
H 2.170 -6.897 1.783 0.0691
O 1.921 1.494 2.559 0.0128
C 0.889 2.049 3.068 -0.3878
O 0.232 1.561 4.192 -0.0565
C 0.233 0.115 4.538 -0.1841
C 1.387 -0.080 5.546 -0.0419
C 0.473 3.517 2.781 0.0331
H 0.280 -0.559 3.682 0.0857
H -0.796 0.041 4.890 0.1110
H 1.117 0.561 6.385 0.0826
H 2.272 0.280 5.022 0.0649
H 1.517 -1.145 5.738 0.0741
H 0.968 4.070 3.579 0.0962
H -0.604 3.689 2.764 0.0615
H 0.864 3.876 1.829 0.0713
O -0.925 2.994 -6.722 0.0619
C -1.894 2.286 -6.400 -0.4423
O -3.020 2.139 -7.172 -0.0301
C -3.253 2.825 -8.335 -0.2602
C -2.830 2.145 -9.627 -0.0661
C -1.953 1.449 -5.147 0.0270
H -2.701 3.765 -8.336 0.1210
H -4.331 2.906 -8.197 0.1301
H -1.752 2.141 -9.783 0.0739
H -3.173 2.596 -10.558 0.0748
H -3.112 1.095 -9.710 0.0735
H -1.454 1.932 -4.307 0.0684
H -1.554 0.460 -5.377 0.0257
H -2.997 1.284 -4.882 0.0857
O 1.106 4.861 -1.413 0.0753
C 0.161 4.447 -2.106 -0.4124
O -1.142 4.185 -1.627 -0.0298
C -1.414 4.082 -0.268 -0.2541
C -1.976 5.375 0.412 -0.0398
C 0.197 4.298 -3.590 0.0185
H -0.527 3.902 0.339 0.0776
H -2.152 3.290 -0.141 0.0939
H -1.236 6.175 0.430 0.0773
H -2.210 5.189 1.460 0.0498
H -2.898 5.622 -0.114 0.0544
H 1.179 4.619 -3.938 0.0858
H -0.345 5.044 -4.171 0.1021
H -0.008 3.254 -3.824 0.0684
O 1.700 -4.607 -0.852 0.0797
C 0.940 -5.487 -1.226 -0.5135
O 1.195 -6.451 -2.119 -0.0077
C 2.456 -6.553 -2.722 -0.2368
C 2.426 -7.496 -3.945 -0.0755
C -0.246 -5.774 -0.391 0.0123
H 3.094 -6.970 -1.942 0.1386
H 2.652 -5.574 -3.159 0.0649
H 1.663 -7.312 -4.701 0.0701
H 2.227 -8.504 -3.581 0.0721
H 3.410 -7.464 -4.415 0.0679
H -1.161 -5.493 -0.913 0.0904
H -0.199 -5.159 0.508 0.0796
H -0.492 -6.753 0.020 0.0913
O 3.124 -1.255 -1.902 0.0461
C 4.059 -1.134 -1.107 -0.5357
O 4.919 -2.043 -0.803 -0.0019
C 4.694 -3.468 -1.000 -0.1157
C 5.198 -3.943 -2.493 -0.0196
C 4.198 0.248 -0.415 0.0354
H 3.640 -3.612 -0.763 0.0830
H 5.384 -3.990 -0.337 0.1108
H 6.260 -4.181 -2.423 0.0648
H 5.016 -3.082 -3.136 0.0423
H 4.797 -4.885 -2.866 0.0367
H 5.240 0.546 -0.530 0.0843
H 3.877 0.219 0.627 0.0631
H 3.573 0.958 -0.955 0.0674
O 5.058 7.308 -0.962 0.1135
C 5.832 6.608 -0.376 -0.5125
O 5.479 5.392 0.232 -0.0334
C 4.229 4.756 0.042 -0.2659
C 4.292 3.824 -1.127 -0.0589
C 7.163 7.136 -0.107 0.0048
H 3.459 5.484 -0.217 0.1047
H 3.890 4.268 0.955 0.1183
H 5.034 3.083 -0.829 0.0653
H 4.657 4.549 -1.855 0.0898
H 3.367 3.296 -1.357 0.0695
H 7.408 7.055 0.952 0.0922
H 7.289 8.172 -0.421 0.0960
H 7.853 6.496 -0.656 0.0954
O -3.242 -3.493 7.520 0.1146
C -2.076 -3.289 7.639 -0.5488
O -1.156 -3.287 6.615 -0.0230
C -1.654 -3.138 5.255 -0.2250
C -0.648 -3.450 4.201 -0.0451
C -1.401 -3.255 8.952 0.0126
H -2.139 -2.164 5.203 0.0980
H -2.512 -3.794 5.110 0.1160
H -0.266 -4.471 4.178 0.0880
H 0.143 -2.701 4.229 0.0375
H -1.195 -3.274 3.276 0.0809
H -1.372 -4.293 9.285 0.1027
H -1.595 -2.389 9.584 0.0974
H -0.351 -3.069 8.725 0.0778
O 6.408 0.057 5.401 0.0799
C 5.577 0.939 5.491 -0.5480
O 5.147 1.760 4.481 -0.0393
C 5.733 1.636 3.077 -0.1659
C 6.845 2.601 3.108 -0.0847
C 5.101 1.315 6.844 0.0159
H 4.942 1.708 2.331 0.0982
H 6.156 0.642 2.933 0.1129
H 7.591 2.183 3.784 0.0821
H 6.640 3.548 3.607 0.0843
H 7.309 2.844 2.152 0.0845
H 5.695 0.665 7.486 0.0900
H 4.041 1.154 7.041 0.0800
H 5.480 2.334 6.932 0.0966
O -6.828 3.641 1.178 0.0821
C -6.505 2.532 1.590 -0.4553
O -5.646 2.247 2.582 -0.0142
C -5.162 3.239 3.465 -0.2258
C -3.642 3.231 3.530 -0.0510
C -7.126 1.284 0.866 0.0327
H -5.552 3.085 4.471 0.1145
H -5.602 4.217 3.270 0.1211
H -3.191 4.024 4.126 0.0876
H -3.167 3.241 2.549 0.0609
H -3.285 2.277 3.918 0.0602
H -8.145 1.413 0.501 0.0829
H -7.124 0.316 1.367 0.0630
H -6.548 1.055 -0.029 0.0705
Br 3.255 -4.423 -5.817 0.6679
C 1.622 -3.354 -6.244 -0.6031
C 0.780 -3.382 -4.974 -0.6821
Br -0.887 -2.309 -5.045 0.6320
H 1.137 -3.941 -7.024 0.0514
H 1.916 -2.403 -6.687 0.0521
H 1.403 -2.947 -4.192 0.0423
H 0.545 -4.431 -4.793 0.0477
```

Entry from OMol25: a structure of composition C29H31N7PPbS at a distorted geometry (the ωB97M-V functional and the def2-TZVPD basis).

## Properties
Frontier orbital gap   5.09 eV
Net charge   +3
E_LUMO   -10.975 eV
Multiplicity   1
E   -66353.8496 eV
Highest occupied orbital energy   -16.065 eV

```
70
Properties=species:S:1:pos:R:3:lowdin_charge:R:1
Pb 0.053 -0.027 -0.281 1.6131
C 5.337 1.482 1.599 0.0195
N 4.322 0.741 0.834 -0.0922
C 4.591 -0.242 -0.078 0.0066
C 3.388 -0.694 -0.533 -0.0861
N 2.394 -0.002 0.113 -0.0774
C 2.983 0.868 0.930 -0.4492
P 2.128 2.089 1.985 1.2204
C 0.862 0.979 2.684 -0.4447
N 0.050 0.170 2.004 -0.0634
C -0.717 -0.507 2.916 -0.0686
C -0.356 -0.098 4.164 0.0104
N 0.633 0.835 4.003 -0.0915
C 1.303 1.546 5.103 0.0188
C 1.094 2.821 0.656 -0.4212
N 0.382 2.190 -0.291 -0.0855
C -0.107 3.129 -1.166 -0.0856
C 0.312 4.348 -0.736 -0.0002
N 1.059 4.140 0.393 -0.0817
C 1.651 5.214 1.208 0.0225
H 6.320 1.127 1.308 0.1091
H 5.273 2.547 1.388 0.0994
H 5.207 1.311 2.665 0.1011
H 5.594 -0.534 -0.340 0.1503
H 3.185 -1.450 -1.274 0.1214
H -1.463 -1.228 2.624 0.1212
H -0.715 -0.397 5.135 0.1495
H 0.879 1.205 6.042 0.1085
H 2.369 1.332 5.103 0.1002
H 1.144 2.618 5.017 0.1004
H -0.705 2.875 -2.026 0.1372
H 0.152 5.330 -1.151 0.1543
H 1.255 6.164 0.863 0.1103
H 1.383 5.086 2.253 0.0963
H 2.734 5.226 1.105 0.1057
C -5.367 4.839 -1.049 -0.0268
C -4.628 4.280 0.181 -0.5550
C -5.380 4.710 1.453 -0.0261
C -3.228 4.889 0.216 -0.0703
C -4.602 2.758 0.103 -0.1395
C -5.827 2.058 0.010 0.0147
C -5.902 0.689 -0.072 -0.0292
C -4.706 -0.027 -0.058 -0.4270
S -4.459 -1.737 -0.130 1.2335
C -2.769 -1.481 -0.055 -0.5629
N -2.400 -0.239 0.031 -0.0314
C -3.482 0.635 0.024 -0.2747
C -3.430 2.030 0.113 0.0389
C -1.781 -2.566 -0.106 -0.2435
C -2.118 -3.929 -0.062 0.0156
C -1.144 -4.916 -0.099 -0.0026
C 0.205 -4.600 -0.162 -0.0032
C 0.607 -3.257 -0.213 -0.0597
C -0.430 -2.384 -0.173 -0.1409
H -5.349 5.929 -1.020 0.0979
H -6.410 4.527 -1.076 0.0875
H -4.889 4.511 -1.975 0.0960
H -5.427 5.799 1.494 0.0983
H -4.866 4.353 2.348 0.0937
H -6.402 4.331 1.470 0.0881
H -3.309 5.975 0.267 0.0977
H -2.668 4.639 -0.691 0.0704
H -2.665 4.555 1.095 0.0840
H -6.753 2.619 0.010 0.1276
H -6.857 0.185 -0.145 0.1313
H -2.467 2.519 0.199 0.0841
H -3.168 -4.191 0.010 0.1238
H -1.443 -5.956 -0.078 0.1384
H 0.972 -5.363 -0.187 0.1369
H 1.652 -2.987 -0.267 0.1056
```

Entry from OMol25: a cluster of 2 separate species, C5H10O in total (the ωB97M-V functional and the def2-TZVPD basis).

## Properties
Frontier orbital gap   9.73 eV
Net charge   0
SMILES string   COC1=CCC1.[H][H]
E_LUMO   1.173 eV
Multiplicity   1
E   -7391.9434 eV
Highest occupied orbital energy   -8.555 eV

```
16
Properties=species:S:1:pos:R:3:lowdin_charge:R:1
C -1.603 -0.718 1.524 -0.0798
O -1.493 0.246 0.492 -0.0710
C -0.234 0.465 0.094 -0.4073
C 0.995 0.088 0.477 -0.0653
C 1.648 0.846 -0.665 -0.1675
C 0.205 1.260 -1.101 -0.0986
H -1.000 -0.432 2.394 0.0947
H -1.269 -1.697 1.163 0.0835
H -2.655 -0.764 1.803 0.0916
H -0.383 -2.203 -1.427 0.0656
H 1.395 -0.531 1.272 0.1002
H 0.066 -1.779 -1.011 0.0367
H 2.176 0.236 -1.408 0.0978
H 2.288 1.686 -0.374 0.0983
H -0.009 2.332 -1.068 0.1113
H -0.120 0.852 -2.065 0.1096
```

Entry from OMol25: the ion C5H7BrNOS with charge +1 at a distorted geometry (the ωB97M-V functional and the def2-TZVPD basis).

## Properties
Frontier orbital gap   9.27 eV
Net charge   +1
E_LUMO   -4.360 eV
Multiplicity   1
E   -89705.5849 eV
Highest occupied orbital energy   -13.630 eV

```
16
Properties=species:S:1:pos:R:3:lowdin_charge:R:1
C 0.279 -1.553 1.866 -0.3474
C 0.637 -0.342 1.429 -0.6072
C 0.013 -0.046 0.143 -0.3389
C -1.204 -1.087 -1.722 0.0162
C 0.614 2.249 -0.225 -0.0405
N -0.604 -1.132 -0.361 -0.3467
O -0.146 1.080 -0.500 0.0139
S -0.723 -2.381 0.750 1.1770
Br 1.689 0.821 2.530 0.8650
H 0.606 -2.095 2.622 0.0428
H -0.329 -1.043 -2.352 0.1063
H -1.728 -2.027 -1.898 0.1047
H -1.723 -0.177 -1.925 0.0973
H 0.175 2.850 0.536 0.0942
H 0.809 2.820 -1.097 0.0966
H 1.634 2.064 0.205 0.0667
```

> multiplicity of number 3 (C59H118Br2O27)?

1

Copy entry 1 word for word.
Entry from OMol25: the ion C6H11N6 with charge +1 at a distorted geometry (the ωB97M-V functional and the def2-TZVPD basis).

## Properties
Frontier orbital gap   8.88 eV
Net charge   +1
SMILES string   [H]/N=C1\N=CN\C1=C(/N)NC(C)=[NH2+]
E_LUMO   -3.347 eV
Multiplicity   1
E   -15333.5673 eV
Highest occupied orbital energy   -12.224 eV

```
23
Properties=species:S:1:pos:R:3:lowdin_charge:R:1
C -2.282 0.076 2.380 -0.1043
C -0.578 0.620 1.075 -0.1279
C -1.277 -0.456 0.518 -0.3446
C 0.783 0.636 0.828 -0.2262
C 0.592 -0.185 -1.396 -0.4546
C 0.866 -1.326 -2.349 -0.0200
N -2.275 -0.769 1.408 0.1418
N -1.199 0.907 2.332 0.1269
N -0.993 -1.078 -0.581 0.1845
N 1.356 0.052 -0.302 0.1426
N 1.667 1.077 1.775 0.1884
N 0.055 0.847 -2.094 0.1510
H -3.077 0.109 3.006 0.1115
H 1.554 -0.891 -3.089 0.0953
H -0.164 -1.452 -2.766 0.1023
H 1.126 -2.402 -2.023 0.1296
H -1.098 1.707 2.918 0.1447
H -1.243 -2.022 -0.620 0.0969
H 2.132 -0.591 -0.120 0.1833
H 1.317 1.733 2.400 0.0869
H 2.659 0.851 1.635 0.1395
H 0.351 0.789 -3.078 0.1260
H -0.274 1.770 -1.858 0.1265
```